17
Properties=species:S:1:pos:R:3:forces:R:3 method="wB97M-V/def2-TZVPD" total_charge=+1 homo_lumo_gap_ha=0.388 energy_ha=-305.38777 lumo_energy_ev=-3.42 homo_ev=-13.98 e_above_lowest_ev=1.768
C 2.0941 1.1452 -1.1726 1.245 1.570 0.125
N 2.0118 -0.3982 -1.0439 -0.775 -0.316 0.355
H 1.6197 -0.7273 -1.9932 0.791 0.145 2.090
H 2.9427 -0.9553 -0.8051 -2.381 1.842 -0.748
H 1.2388 -0.5637 -0.2249 1.397 0.457 -2.183
H 1.9650 1.6401 -0.2225 -0.482 -0.652 0.738
H 1.3010 1.6532 -1.8001 0.941 -1.492 0.276
H 3.1271 1.5580 -1.3916 -1.117 -1.227 -0.606
C -2.6319 -0.2900 0.2638 -2.572 3.413 -3.084
C -1.3381 -0.2479 0.8671 4.088 -1.012 1.909
O -0.3852 0.2693 0.2509 -0.003 -0.306 -0.002
N -1.0181 -0.8478 2.0978 -0.986 1.265 -0.888
H -3.2100 -1.1727 0.2124 -0.211 -1.250 0.486
H -2.4870 0.0584 -0.8811 -0.340 -0.751 2.752
H -0.0298 -0.5626 2.4458 -2.890 -0.812 -0.300
H -1.8801 -1.0756 2.6716 2.210 0.314 -0.336
H -3.3201 0.5168 0.7258 1.086 -1.190 -0.587